1.
The following is a quantum chemistry calculation of one molecule with the formula CH2N4O at a distorted geometry, from the OMol25 dataset.

Cartesian coordinates (Å):
N1 -0.95469 0.02337 -0.99125
C1 0.11683 -0.15242 -0.20886
N2 1.28411 -0.71061 -0.17403
O1 1.73854 -0.32289 1.09034
N3 0.82147 0.43080 1.71078
N4 -0.15922 0.54598 0.96514
H1 -1.12902 -0.37882 -1.90200
H2 -1.49157 0.59551 -0.29740

Output
highest occupied orbital energy = -9.9 eV
gap between HOMO and LUMO = 10.57 eV
E = -333.460975 Eh
structure (SMILES) = Nc1nnon1
ΔE to the lowest compared entry with this formula, charge and spin = 54.49 kcal/mol
strongest force on any atom = 2.71 eV/A

***

2.
The following is a quantum chemistry calculation of one molecule with the formula CH2N4O2 at a distorted geometry, from the OMol25 dataset.

Cartesian coordinates (Å):
C1 -0.43129 -0.62440 -0.32319
H1 -1.05015 2.31543 -0.57721
H2 -1.30582 -0.52010 -1.97143
N1 -0.22931 0.70801 0.07723
N2 0.83662 0.77662 0.90848
N3 1.09151 -0.41745 1.27070
N4 -0.94388 -1.18929 -1.34675
O1 -0.29403 1.68592 -0.85699
O2 0.25142 -1.33518 0.62201

Output
highest occupied orbital energy = -10.0 eV
gap between HOMO and LUMO = 10.14 eV
E = -408.660761 Eh
structure (SMILES) = [H]/N=c1/onnn1O
ΔE to the lowest compared entry with this formula, charge and spin = 78.30 kcal/mol
strongest force on any atom = 3.15 eV/A

***

3.
The following is a quantum chemistry calculation of CH2N4O3 as an isolated structure at a distorted geometry, from the OMol25 dataset.

Cartesian coordinates (Å):
C1 0.45826 0.00749 0.46166
H1 1.86014 -1.23621 0.29994
H2 -2.03739 1.97572 -0.29398
N1 1.57208 0.77140 0.21813
N2 0.33272 -1.27563 0.00592
N3 -0.99615 -1.46212 -0.40676
N4 -0.93390 0.64206 0.57115
O1 2.44188 -0.05623 -0.28878
O2 -1.87762 -0.44435 0.12974
O3 -0.86370 1.56128 -0.52784

Output
highest occupied orbital energy = -9.4 eV
gap between HOMO and LUMO = 7.23 eV
E = -483.607173 Eh
ΔE to the lowest compared entry with this formula, charge and spin = 171.91 kcal/mol
strongest force on any atom = 6.87 eV/A

***

Among the records above, which one has the highest strongest force on any atom?
CH2N4O3

***

What is the gap between HOMO and LUMO in the third record?
7.23 eV